Record 1
C7H10 in the gas phase, computed with the ωB97M-V functional and the def2-TZVPD basis.

Summary:
- Energy relative to the best compared isomer or geometry (same formula, charge and spin): 56.48 kcal/mol
- Spin multiplicity: 1
- Structure (SMILES): C1[C@@H]2CC3(CC3)[C@H]12
- Kohn-Sham gap: 10.4 eV

Geometry as XYZ:
```
17
C7H10, DFT the ωB97M-V functional and the def2-TZVPD basis
C 1.711 0.799 0.625
C 1.516 -0.652 0.317
C 0.528 -0.833 -0.842
C -0.506 -0.063 -0.024
C -1.960 -0.389 -0.075
C -1.437 0.889 -0.691
C 0.471 0.112 1.122
H 1.649 1.536 -0.175
H 2.461 1.020 1.382
H 2.198 -1.413 0.682
H 0.250 -1.876 -1.023
H 0.763 -0.352 -1.801
H -2.254 -1.212 -0.724
H -2.567 -0.296 0.823
H -1.309 0.937 -1.771
H -1.698 1.827 -0.210
H 0.249 0.034 2.183
```

Record 2
C10H24IN4O5PS as an isolated structure, computed with the ωB97M-V functional and the def2-TZVPD basis.

Summary:
- Spin multiplicity: 1
- Kohn-Sham gap: 1.9 eV

Geometry as XYZ:
```
46
C10H24IN4O5PS, DFT the ωB97M-V functional and the def2-TZVPD basis
C 0.998 -1.699 1.858
C 2.207 -0.588 1.768
O 2.809 -0.451 0.421
C 3.543 0.834 0.353
C 2.588 2.052 -0.277
O 2.088 1.528 -1.578
C 0.710 2.046 -1.845
N -0.393 1.148 -1.379
C -1.042 1.556 -0.090
O -2.523 1.357 -0.058
C -2.979 1.431 1.367
C -4.331 0.550 1.806
O -2.333 2.219 2.267
C -1.326 0.668 -2.443
N -2.260 1.386 -3.148
S -2.441 3.099 -2.877
N -1.252 -0.833 -2.799
I 0.579 -1.619 -2.170
P -2.622 -1.722 -2.004
N -2.506 -1.714 -0.378
H 1.377 -2.794 2.119
H 0.305 -1.685 0.887
H 0.273 -1.406 2.758
H 1.815 0.493 2.064
H 3.054 -0.902 2.513
H 4.014 1.154 1.394
H 4.405 0.681 -0.456
H 1.702 2.325 0.448
H 3.252 3.011 -0.375
H 0.692 3.123 -1.329
H 0.532 2.263 -2.999
H -0.725 2.639 0.255
H -0.622 0.823 0.753
H -4.469 -0.306 1.003
H -4.213 0.094 2.882
H -5.282 1.250 1.790
H -2.895 0.928 -3.866
H -3.694 3.524 -3.366
H -3.900 -1.176 -2.474
H -2.557 -3.107 -2.428
H -1.668 -1.160 -0.093
C 3.781 -4.216 1.940
O 2.530 -4.609 1.754
H 4.581 -4.898 1.605
H 4.095 -3.277 1.452
H 4.100 -4.021 2.978
```